# 1
DFT (ωB97M-V with the def2-TZVPD basis set) results for the molecule C2H4N4O2 at a distorted geometry.

The geometry in XYZ format:
```
12
Properties=species:S:1:pos:R:3:forces:R:3
H -1.206 -1.197 -1.870 3.62 0.18 -1.17
N -0.047 -1.039 -1.988 -4.19 -0.08 5.70
C 0.155 -0.798 -0.675 0.42 -1.13 -3.32
N -0.693 -0.719 0.457 -1.86 0.50 1.70
C -0.186 0.374 1.186 1.76 -3.40 -2.73
O -1.041 0.698 2.128 2.26 4.14 1.67
N 1.011 0.733 0.832 -0.23 -0.61 1.19
N 1.521 -0.305 -0.208 -4.60 4.68 -2.17
O 1.791 0.718 -1.392 0.42 -1.14 0.92
H -1.708 -0.969 0.917 3.21 0.06 -2.90
H -0.559 1.532 2.526 -1.73 -2.01 -0.35
H 0.963 0.973 -1.913 0.91 -1.20 1.46
```
Positions in Å, forces in eV/Å.

Results
* frontier orbital gap: 9.744 eV
* electronic energy: -447.92487 a.u.
* ΔE to the lowest compared entry with this formula, charge and spin: 466.1 kJ/mol
* SMILES: [H]/N=c1\[nH]c(O)nn1O
* total charge: 0
* highest occupied orbital energy: -9.61 eV

***

# 2
DFT (ωB97M-V with the def2-TZVPD basis set) results for the molecule C22H29N3O2S.

The geometry in XYZ format:
```
57
Properties=species:S:1:pos:R:3:forces:R:3
C -0.493 -3.342 -1.707 0.26 -0.12 -0.52
N -0.868 -2.853 -0.409 -0.04 0.15 0.17
C -1.670 -3.515 0.460 -0.30 -0.27 0.23
C -1.762 -2.795 1.621 -0.10 -0.12 0.00
C -0.976 -1.645 1.445 0.17 0.11 -0.11
C -0.431 -1.700 0.178 0.10 0.16 0.14
C 0.465 -0.734 -0.533 0.24 -0.16 -0.15
C -0.168 0.632 -0.865 -0.06 -0.36 0.00
O 0.461 1.499 -1.434 0.32 0.17 -0.18
N -1.464 0.730 -0.534 -0.52 -0.11 0.19
C -2.273 1.905 -0.774 0.05 0.45 -0.27
C -3.471 1.558 -1.664 0.13 -0.17 0.05
C -4.469 0.656 -0.941 -0.14 0.30 -0.07
C -4.937 1.306 0.358 0.11 -0.29 0.09
C -3.748 1.610 1.264 -0.15 0.29 -0.08
C -2.747 2.516 0.549 0.12 -0.21 0.01
N 1.738 -0.557 0.176 -0.54 0.17 -0.12
C 2.646 -1.544 -0.006 0.30 0.02 0.36
O 2.383 -2.546 -0.648 0.03 -0.26 -0.19
C 4.021 -1.343 0.618 -0.05 -0.34 -0.05
C 4.767 -0.261 -0.087 0.42 0.39 0.20
C 4.872 -0.052 -1.427 -0.09 -0.14 0.24
C 5.665 1.073 -1.753 0.12 0.18 0.00
C 6.152 1.704 -0.657 0.00 -0.03 0.37
S 5.655 0.938 0.801 -0.16 -0.25 -0.60
C 2.064 0.681 0.811 0.30 0.41 0.11
C 2.249 0.734 2.302 0.08 -0.02 0.08
C 1.070 1.401 1.668 -0.01 -0.05 -0.01
H 0.594 -3.417 -1.773 -0.13 0.01 -0.02
H -0.926 -4.330 -1.850 -0.03 0.05 0.02
H -0.860 -2.681 -2.497 0.00 -0.07 0.03
H -2.118 -4.453 0.197 -0.04 -0.17 -0.11
H -2.323 -3.058 2.496 -0.11 -0.11 0.13
H -0.819 -0.879 2.180 0.08 0.19 0.09
H 0.729 -1.168 -1.507 -0.14 0.15 0.14
H -1.889 -0.038 -0.035 0.20 0.00 -0.04
H -1.619 2.613 -1.294 -0.13 -0.11 0.09
H -3.968 2.487 -1.951 -0.04 0.06 -0.05
H -3.115 1.072 -2.574 0.02 0.07 -0.05
H -5.325 0.468 -1.591 0.03 -0.11 -0.01
H -4.009 -0.311 -0.720 -0.02 -0.12 -0.01
H -5.638 0.647 0.872 -0.07 0.06 0.00
H -5.460 2.237 0.126 -0.08 0.06 0.00
H -4.093 2.100 2.176 0.06 -0.08 0.07
H -3.266 0.674 1.558 0.03 -0.08 0.09
H -3.221 3.476 0.335 -0.01 0.08 0.00
H -1.883 2.704 1.190 0.04 0.08 -0.02
H 4.553 -2.294 0.511 -0.15 0.10 0.07
H 3.933 -1.110 1.678 -0.04 -0.05 0.00
H 4.396 -0.681 -2.157 -0.13 -0.15 -0.13
H 5.857 1.393 -2.761 0.05 0.09 -0.16
H 6.777 2.573 -0.606 0.13 0.19 -0.07
H 2.706 1.315 0.207 -0.09 0.05 0.15
H 2.055 -0.170 2.860 -0.05 -0.12 -0.02
H 3.050 1.338 2.699 0.07 0.10 -0.03
H 0.099 0.961 1.820 -0.08 -0.11 0.03
H 1.052 2.477 1.597 0.05 0.06 -0.09
```
Positions in Å, forces in eV/Å.

Results
* frontier orbital gap: 9.000 eV
* electronic energy: -1568.66927 a.u.
* ΔE to the lowest compared entry with this formula, charge and spin: 120.0 kJ/mol
* SMILES: Cn1cccc1[C@@H](C(=O)NC1CCCCC1)N(C(=O)Cc1cccs1)C1CC1
* total charge: 0
* highest occupied orbital energy: -8.24 eV

***

# 3
DFT (ωB97M-V with the def2-TZVPD basis set) results for the molecule C4H6P2 at a distorted geometry.

The geometry in XYZ format:
```
12
Properties=species:S:1:pos:R:3:forces:R:3
C 1.167 -1.987 -0.713 -4.15 2.09 -0.41
C 0.126 -1.120 -1.024 1.29 0.32 1.17
C -0.707 -0.109 -0.247 -1.62 -0.90 0.09
C -1.862 0.602 -0.254 3.77 -0.96 0.83
P -0.919 0.576 1.451 -0.91 -0.14 -1.61
P 0.281 2.377 1.077 1.09 -0.11 1.64
H 1.459 -2.687 -1.486 0.43 0.18 0.28
H 1.255 -2.142 0.334 1.05 -0.35 0.73
H -0.161 -1.026 -2.022 -0.28 -0.17 -1.82
H -2.522 1.245 -0.835 -0.04 -0.66 0.16
H 1.578 1.708 1.191 -0.71 0.31 -0.24
H 0.307 2.563 2.528 0.07 0.40 -0.81
```
Positions in Å, forces in eV/Å.

Results
* frontier orbital gap: 8.504 eV
* electronic energy: -838.57317 a.u.
* ΔE to the lowest compared entry with this formula, charge and spin: 217.9 kJ/mol
* SMILES: C=CC1=CP1#[PH2]
* total charge: 0
* highest occupied orbital energy: -8.46 eV

***

# 4
DFT (ωB97M-V with the def2-TZVPD basis set) results for C33H47BN4O2P2Zn as an isolated structure at a distorted geometry.

The geometry in XYZ format:
```
90
Properties=species:S:1:pos:R:3:forces:R:3
Zn -1.212 2.929 1.681 0.03 -0.01 -0.02
C 1.080 -2.937 2.024 -0.89 1.55 0.49
C 1.030 -1.580 1.849 0.98 -2.35 -0.10
C 1.025 -0.907 0.513 0.49 0.62 -0.22
C -0.342 -0.760 -0.178 0.09 -0.11 -0.35
C -1.113 -2.030 -0.555 -0.19 0.43 1.28
C -0.700 -3.296 -0.528 0.74 0.74 -0.06
C 0.736 -3.743 -0.383 0.41 -0.61 -0.18
C 1.246 -4.053 1.041 -0.73 -0.37 -0.32
C -3.232 -2.118 2.888 -0.39 0.88 -0.51
H 0.745 -3.302 2.992 0.90 0.18 0.42
H 1.258 -0.940 2.714 -1.04 -0.31 -0.15
H 1.731 -1.327 -0.210 0.07 0.04 0.33
H 1.389 0.101 0.733 -0.22 0.01 -0.27
H -0.929 -0.074 0.479 -0.11 -0.65 -0.66
H -0.174 -0.247 -1.146 -0.04 0.24 0.49
H -2.168 -1.818 -0.721 0.02 -0.22 -0.12
H -1.388 -4.101 -0.720 -0.42 -0.06 -0.09
H 1.435 -3.032 -0.836 -0.35 -0.34 -0.13
H 0.794 -4.687 -0.948 0.28 0.31 0.00
H 0.685 -4.924 1.442 0.25 0.37 -0.22
H 2.303 -4.398 0.982 -0.52 0.39 0.09
H -3.789 -2.874 2.284 0.53 0.44 0.32
H -2.475 -1.638 2.264 -0.06 -0.18 -0.23
H -3.973 -1.340 3.185 0.49 -0.52 -0.20
P -0.359 2.763 -3.592 -0.44 0.21 -3.14
P 1.864 3.623 -1.282 3.09 0.07 -0.79
N -0.441 1.516 -4.853 0.20 -0.76 0.04
N -1.244 3.989 -4.558 -0.18 0.53 0.66
N 3.245 2.501 -1.588 -0.46 -0.68 0.00
N 2.854 4.867 -0.533 -0.33 0.94 0.45
C 1.337 3.335 -4.056 0.44 0.18 0.42
C 1.909 4.310 -3.008 -0.42 0.23 -0.22
C -0.837 0.192 -4.626 0.24 0.14 -0.78
C -0.702 -0.527 -5.807 0.00 0.72 0.59
C -0.205 0.375 -6.802 0.04 0.78 1.00
C -0.033 1.608 -6.187 -0.23 -0.94 0.04
C -2.468 4.518 -4.132 0.37 0.47 -0.94
C -2.888 5.473 -5.051 0.47 -0.74 0.52
C -1.901 5.537 -6.083 0.60 -0.80 0.76
C -0.901 4.636 -5.748 -0.58 0.40 0.13
C 3.248 1.213 -1.051 0.73 0.24 -0.63
C 4.322 0.500 -1.560 -0.51 0.63 0.18
C 5.031 1.379 -2.442 -1.11 0.76 0.30
C 4.335 2.584 -2.460 0.17 -0.87 0.21
C 4.177 5.256 -0.776 -0.38 0.61 0.49
C 4.423 6.445 -0.110 -0.64 -0.83 -0.32
C 3.210 6.825 0.550 -0.29 -0.47 -0.26
C 2.261 5.861 0.271 0.90 -0.18 -0.30
H 1.350 3.834 -5.038 -0.06 -0.37 0.44
H 1.967 2.435 -4.138 -0.16 0.23 0.14
H 2.933 4.599 -3.299 -0.46 -0.03 0.34
H 1.310 5.236 -2.979 0.13 -0.21 -0.05
H -1.165 -0.104 -3.636 0.01 -0.01 -0.24
H -0.919 -1.576 -5.953 -0.04 0.15 0.12
H 0.008 0.158 -7.840 -0.01 0.02 0.17
H 0.367 2.520 -6.601 -0.17 -0.22 0.08
H -2.909 4.159 -3.214 -0.04 0.08 -0.09
H -3.781 6.074 -4.979 0.00 -0.12 0.01
H -1.902 6.170 -6.958 -0.01 -0.05 0.10
H 0.029 4.437 -6.269 -0.45 0.11 0.16
H 2.483 0.947 -0.345 0.11 -0.05 -0.12
H 4.557 -0.535 -1.345 -0.01 0.23 0.05
H 5.933 1.162 -2.997 -0.13 0.04 0.03
H 4.551 3.479 -3.024 -0.04 -0.19 0.07
H 4.844 4.661 -1.381 -0.16 0.08 0.25
H 5.368 6.972 -0.101 -0.16 -0.09 0.03
H 3.070 7.708 1.161 -0.07 -0.17 -0.09
H 1.217 5.765 0.550 0.25 0.07 0.05
C -4.262 -4.456 6.616 0.01 -0.32 -0.04
C -3.003 -3.783 6.109 0.50 -0.06 0.72
C -2.266 -3.089 7.264 0.08 -0.13 -0.31
O -3.441 -2.697 5.278 1.02 -1.03 -0.80
B -2.655 -2.806 4.148 -0.59 0.00 -0.67
O -1.616 -3.744 4.160 -1.07 0.52 0.61
C -2.045 -4.686 5.172 -0.51 0.10 0.61
C -0.867 -5.296 5.902 0.14 -0.01 0.40
C -2.769 -5.828 4.454 -0.17 -0.21 -0.12
H -4.043 -5.353 7.199 0.03 0.02 -0.01
H -4.914 -4.729 5.780 0.07 0.04 0.19
H -4.786 -3.748 7.262 -0.06 -0.11 -0.10
H -2.984 -2.405 7.734 0.26 -0.12 -0.06
H -1.905 -3.800 8.005 0.05 0.03 0.08
H -1.424 -2.500 6.864 -0.24 -0.22 0.23
H -1.240 -6.021 6.640 0.07 0.23 -0.08
H -0.233 -5.861 5.214 -0.06 0.18 -0.05
H -0.259 -4.554 6.428 -0.05 -0.09 -0.17
H -3.720 -5.530 3.999 0.21 0.08 0.01
H -2.110 -6.219 3.668 -0.14 0.23 0.09
H -2.969 -6.672 5.124 -0.05 0.25 0.04
```
Positions in Å, forces in eV/Å.

Results
* frontier orbital gap: 8.438 eV
* electronic energy: -4142.03636 a.u.
* ΔE to the lowest compared entry with this formula, charge and spin: 0.0 kJ/mol
* total charge: 0
* highest occupied orbital energy: -8.27 eV

***

# 5
DFT (ωB97M-V with the def2-TZVPD basis set) results for C37H50EuN4O7Si as an isolated structure at a distorted geometry.

The geometry in XYZ format:
```
100
Properties=species:S:1:pos:R:3:forces:R:3
Eu 0.114 -1.015 1.030 0.06 -0.52 0.35
C -0.152 2.581 2.654 -0.67 -0.07 -0.29
C -0.611 1.171 2.942 0.67 0.76 1.00
C 0.253 0.420 3.724 0.59 -1.47 -0.10
C -0.056 -0.889 4.117 0.43 -0.02 -0.24
C -1.270 -1.461 3.780 -0.46 1.41 -0.35
C -2.203 -0.630 3.135 -0.26 -0.79 -0.96
C -1.884 0.664 2.693 0.39 -0.92 0.14
H -0.811 2.961 1.854 0.82 0.27 0.09
H 0.958 2.672 2.497 -1.23 -0.08 -0.14
H -0.408 3.135 3.562 0.19 0.24 -0.12
H 1.257 0.777 3.926 -0.13 0.20 0.16
H 0.687 -1.501 4.600 0.19 0.06 0.28
H -1.515 -2.477 4.003 -0.08 -0.40 0.22
H -3.143 -1.107 2.821 0.22 0.53 0.32
H -2.567 1.221 2.093 -0.46 0.33 -0.19
O 5.384 -3.629 6.834 0.23 0.01 -0.23
C 5.684 -3.340 5.542 -0.76 -0.17 0.18
O 6.783 -3.012 5.248 0.60 0.19 -0.43
C 4.539 -3.433 4.545 -0.61 0.46 0.09
C 3.546 -4.417 4.633 0.52 1.47 0.14
C 2.410 -4.258 3.883 -0.41 -0.85 0.41
C 2.285 -3.293 2.924 -0.61 -0.01 -1.13
C 3.292 -2.358 2.751 -1.00 0.37 -0.53
C 4.352 -2.382 3.614 1.09 -0.79 0.50
N 1.146 -3.263 2.039 1.07 1.47 0.63
C 0.589 -4.344 1.741 -1.09 -0.54 -0.44
C -0.633 -4.377 0.897 -0.01 0.53 0.49
C -1.269 -5.562 0.666 0.01 -0.26 0.22
C -2.457 -5.572 -0.057 0.12 -1.04 0.42
C -2.939 -4.401 -0.566 -0.19 0.85 -0.51
C -2.265 -3.222 -0.241 -0.48 -0.13 0.05
N -1.178 -3.213 0.509 0.53 0.71 -0.16
H 4.443 -3.653 7.023 -0.21 -0.08 -0.18
H 3.550 -5.207 5.347 0.37 -0.44 0.50
H 1.591 -4.897 4.144 -0.44 -0.40 -0.26
H 3.155 -1.611 1.948 0.41 -0.27 0.59
H 5.104 -1.628 3.530 0.48 0.34 0.10
H 0.937 -5.281 2.146 0.14 -0.47 -0.11
H -0.841 -6.425 1.142 -0.13 -0.51 -0.22
H -2.995 -6.508 -0.142 0.00 0.09 -0.30
H -3.812 -4.352 -1.207 -0.01 -0.09 0.23
H -2.674 -2.250 -0.540 0.16 -0.30 -0.01
O 2.280 0.915 0.342 -0.66 -0.69 0.41
N 1.542 1.578 -0.286 -0.32 0.98 -0.72
C -3.417 3.301 -1.884 -1.33 -0.18 0.38
C -3.545 2.786 -0.429 1.06 -0.38 -0.50
C -4.512 1.657 -0.142 0.43 -1.19 0.28
C -3.782 3.953 0.502 1.30 0.36 0.77
O -2.160 2.265 -0.132 -1.09 -0.35 0.93
Si -1.009 2.150 -1.219 2.07 -0.14 -1.02
O 0.217 1.160 -0.232 -0.12 0.42 -0.41
O -1.394 1.143 -2.448 0.09 0.60 0.89
C -0.849 0.746 -3.750 -0.13 0.22 0.26
C -1.562 1.567 -4.833 0.36 -1.31 -0.87
C 0.644 1.002 -3.745 -0.12 0.65 0.07
C -1.199 -0.751 -3.820 -0.37 0.99 0.88
O -0.259 3.517 -1.558 -0.47 -1.00 0.29
C 0.518 4.709 -1.805 0.83 0.01 -0.77
C 1.953 4.297 -2.040 0.82 -0.39 -0.28
C -0.005 5.316 -3.122 1.35 0.22 0.62
C 0.415 5.633 -0.593 0.25 0.10 -0.58
H -4.041 4.186 -1.972 -0.19 0.03 -0.30
H -3.658 2.597 -2.701 0.18 0.23 0.66
H -2.404 3.661 -1.951 0.09 0.44 -0.58
H -5.484 1.854 -0.565 -0.36 0.15 -0.15
H -4.639 1.521 0.949 0.02 0.22 -0.44
H -4.171 0.658 -0.520 -0.12 0.97 -0.03
H -4.743 4.399 0.324 -0.46 0.20 -0.21
H -2.987 4.722 0.324 -0.70 -0.49 0.22
H -3.761 3.663 1.580 0.12 0.07 -0.80
H -1.250 2.596 -4.858 0.27 0.45 0.10
H -2.626 1.537 -4.645 -0.34 -0.05 -0.08
H -1.368 1.116 -5.861 -0.21 0.53 1.27
H 0.858 2.032 -3.370 -0.13 -0.83 -0.51
H 1.017 0.883 -4.757 0.23 0.13 -0.17
H 1.155 0.283 -3.122 0.24 -0.25 0.34
H -2.285 -0.794 -3.868 -0.17 -0.23 -0.31
H -0.956 -1.160 -2.811 0.24 -0.05 -1.09
H -0.755 -1.238 -4.688 0.09 -0.19 0.30
H 2.030 3.476 -2.799 -0.05 0.77 0.66
H 2.387 3.937 -1.093 0.12 0.24 -0.47
H 2.518 5.172 -2.439 -0.29 -0.67 0.48
H 0.347 4.698 -3.959 -0.39 0.10 0.14
H 0.438 6.321 -3.256 -0.32 -0.42 0.08
H -1.064 5.385 -3.069 -0.96 0.16 -0.27
H 1.240 6.339 -0.456 0.14 -0.38 -0.37
H 0.291 5.094 0.325 -0.01 -0.47 0.44
H -0.435 6.239 -0.756 -1.23 0.77 0.18
C 2.805 -2.636 -3.411 0.17 0.03 0.45
C 1.482 -2.973 -3.325 -0.99 -0.39 1.32
C 0.808 -2.770 -2.104 0.73 -0.14 -0.89
N 1.390 -2.187 -1.049 -1.56 -0.21 -0.10
C 2.654 -1.836 -1.183 0.61 0.13 -0.01
C 3.407 -2.077 -2.296 -0.18 0.51 -0.83
H 3.388 -2.784 -4.288 0.20 -0.13 -0.68
H 0.923 -3.451 -4.104 0.01 -0.06 -0.48
H -0.230 -3.087 -2.051 0.14 0.12 0.33
H 3.089 -1.298 -0.377 0.39 0.27 0.70
H 4.380 -1.653 -2.395 0.70 -0.11 0.25
```
Positions in Å, forces in eV/Å.

Results
* frontier orbital gap (alpha / beta): 7.631 / 8.112 eV
* electronic energy: -3185.11067 a.u.
* ΔE to the lowest compared entry with this formula, charge and spin: 53.3 kJ/mol
* 2S+1: 8
* total charge: +2
* highest occupied orbital energy (alpha / beta): -13.54 / -14.02 eV

***

# 6
DFT (ωB97M-V with the def2-TZVPD basis set) results for the molecule C10H15O3P at a distorted geometry.

The geometry in XYZ format:
```
29
Properties=species:S:1:pos:R:3:forces:R:3
C 0.951 -2.652 1.511 -0.46 -1.72 0.65
O 0.678 -1.735 0.477 -0.19 0.02 -0.47
C 1.449 -0.692 0.051 2.21 0.24 1.40
C 2.838 -0.559 0.253 1.07 -0.80 -0.07
C 3.549 0.562 -0.245 0.88 -0.95 1.65
C 2.852 1.586 -0.752 -1.26 1.60 -2.17
C 1.461 1.516 -0.869 0.34 0.78 -0.39
C 0.806 0.404 -0.505 -5.01 -1.81 0.93
C -1.038 0.225 -0.485 3.46 0.88 -0.58
P -1.409 -1.467 -1.052 -2.36 -0.52 -1.59
O -1.411 0.437 0.834 0.30 1.03 0.32
C -2.326 -0.422 1.503 -0.61 1.32 -0.89
O -1.562 1.119 -1.447 0.14 0.80 1.05
C -1.622 2.526 -1.036 -3.80 -1.24 -2.70
H 2.009 -2.581 1.846 -0.72 -0.25 -0.18
H 0.686 -3.776 1.147 0.79 2.76 0.67
H 0.253 -2.435 2.398 1.06 -0.22 -1.21
H 3.504 -1.318 0.722 -1.05 0.30 -0.28
H 4.638 0.733 -0.065 -0.97 -0.78 -0.31
H 3.289 2.389 -1.338 0.47 0.25 0.71
H 0.891 2.357 -1.231 0.39 -0.03 -0.32
H -0.809 -1.292 -2.323 0.10 0.00 0.13
H -2.758 -1.011 -1.616 1.45 -0.62 0.56
H -2.772 0.104 2.342 0.44 0.16 0.22
H -1.892 -1.335 1.773 0.89 -1.29 0.69
H -3.143 -0.645 0.858 -0.87 -0.28 -0.66
H -2.038 3.096 -1.947 0.84 -1.00 1.09
H -0.686 2.887 -0.830 1.71 1.03 1.22
H -2.447 2.600 -0.322 0.78 0.33 0.54
```
Positions in Å, forces in eV/Å.

Results
* frontier orbital gap: 9.396 eV
* electronic energy: -956.95008 a.u.
* ΔE to the lowest compared entry with this formula, charge and spin: 590.2 kJ/mol
* SMILES: COc1ccccc1C(P)(OC)OC
* total charge: 0
* highest occupied orbital energy: -8.57 eV

***

| no. | M (g mol⁻¹) |
| --- | --- |
| 1 | 116.08 |
| 2 | 399.56 |
| 3 | 116.04 |
| 4 | 669.91 |
| 5 | 842.88 |
| 6 | 214.20 |